# 1
The following is a DFT calculation (the ωB97M-V functional and the def2-TZVPD basis) of a 6-piece molecular cluster, C42H39NO10P overall at a distorted geometry.

Last column: Mulliken charge in e.
Positions of all 93 atoms, in Å:
C: -1.106 -1.099 -2.363  -1.028
C: -2.534 -0.540 -1.939  -0.314
P: -2.982 1.058 -2.834  0.149
C: -2.638 0.832 -4.692  -0.612
C: -3.702 -0.066 -5.435  -1.046
N: -4.616 1.523 -2.611  -0.722
C: -5.107 1.176 -1.286  -0.248
C: -5.712 -0.299 -1.194  0.319
C: -6.025 -0.950 0.072  -0.785
C: -6.535 -2.324 0.008  -0.461
C: -6.717 -3.030 -1.236  0.858
C: -7.222 -4.524 -1.333  -1.188
C: -6.428 -2.360 -2.497  -0.540
C: -5.914 -0.987 -2.457  -0.403
H: -0.946 -2.036 -1.775  0.069
H: -1.187 -1.380 -3.442  0.314
H: -0.360 -0.296 -2.152  0.230
H: -3.266 -1.371 -2.184  0.367
H: -2.615 -0.392 -0.829  0.240
H: -2.649 1.852 -5.162  0.409
H: -1.614 0.381 -4.785  0.298
H: -3.358 -0.207 -6.505  0.375
H: -3.769 -1.112 -5.018  0.201
H: -4.718 0.393 -5.475  0.264
H: -5.998 1.851 -1.092  0.368
H: -4.380 1.383 -0.444  -0.080
H: -5.863 -0.395 1.018  0.366
H: -6.746 -2.833 0.974  0.277
H: -8.072 -4.657 -0.625  0.349
H: -6.337 -5.173 -1.104  0.234
H: -7.490 -4.738 -2.399  0.276
H: -6.581 -2.850 -3.487  0.213
H: -5.700 -0.528 -3.449  0.339
C: -1.540 2.538 2.518  -0.274
C: -1.601 3.572 3.356  -0.434
C: -1.865 4.943 2.865  0.388
O: -1.918 5.890 3.631  -0.624
C: -2.059 5.120 1.409  -0.309
C: -1.998 4.085 0.570  -0.371
C: -1.734 2.715 1.061  -0.037
O: -1.679 1.776 0.298  -0.192
H: -1.348 1.529 2.860  0.427
H: -1.461 3.461 4.424  0.394
H: -2.252 6.130 1.068  0.411
H: -2.138 4.195 -0.499  0.504
C: -0.927 -4.134 0.696  -0.260
C: -1.272 -5.386 0.991  -0.397
C: -0.312 -6.503 0.841  0.313
O: -0.627 -7.647 1.109  -0.586
C: 1.047 -6.175 0.351  -0.330
C: 1.392 -4.924 0.055  -0.468
C: 0.432 -3.808 0.206  0.239
O: 0.748 -2.665 -0.060  -0.424
H: -1.615 -3.303 0.799  0.520
H: -2.261 -5.643 1.351  0.437
H: 1.736 -7.004 0.248  0.431
H: 2.377 -4.668 -0.304  0.547
C: 3.970 2.719 -1.535  -0.386
C: 3.287 3.083 -0.453  -0.592
C: 2.267 2.193 0.146  -0.078
O: 1.641 2.524 1.134  -0.576
C: 2.035 0.882 -0.504  -0.078
C: 2.718 0.518 -1.588  -0.154
C: 3.739 1.408 -2.186  0.169
O: 4.366 1.076 -3.174  -0.577
H: 4.719 3.357 -1.986  0.455
H: 3.443 4.035 0.035  0.698
H: 1.285 0.244 -0.052  0.588
H: 2.561 -0.436 -2.076  0.529
C: 3.707 -3.502 2.515  -0.030
C: 4.223 -2.567 3.310  -0.555
C: 5.687 -2.412 3.463  0.356
O: 6.159 -1.561 4.189  -0.562
C: 6.556 -3.335 2.696  -0.432
C: 6.040 -4.270 1.901  -0.407
C: 4.575 -4.425 1.748  0.454
O: 4.104 -5.277 1.021  -0.523
H: 2.639 -3.631 2.391  0.453
H: 3.603 -1.884 3.876  0.438
H: 7.624 -3.206 2.819  0.395
H: 6.660 -4.953 1.334  0.416
C: 6.549 7.067 2.572  -0.380
C: 6.394 6.614 1.329  -0.428
C: 5.846 5.264 1.067  0.321
O: 5.705 4.849 -0.066  -0.484
C: 5.476 4.437 2.239  -0.137
C: 5.632 4.890 3.482  -0.419
C: 6.180 6.240 3.744  0.347
O: 6.321 6.655 4.876  -0.550
H: 6.949 8.051 2.782  0.392
H: 6.658 7.205 0.461  0.416
H: 5.076 3.453 2.029  0.507
H: 5.367 4.299 4.350  0.419

Values from the calculation:
max |F| = 3.2 eV/A
spin multiplicity = 1
highest occupied orbital energy = -1.827 eV
net charge = -1
frontier orbital gap = 0.0481 hartree

***

# 2
The following is a DFT calculation (the ωB97M-V functional and the def2-TZVPD basis) of C42H40BrCrN5O5P2 as an isolated structure at a distorted geometry.

Last column: Mulliken charge in e.
Positions of all 96 atoms, in Å:
Cr: 1.160 0.650 0.630  0.098
C: -0.581 -2.283 -2.505  -1.492
N: -0.262 -1.203 -1.574  0.502
P: 1.250 -1.198 -0.821  2.292
C: 2.409 -1.320 -2.221  0.681
C: 2.810 -2.539 -2.757  -0.924
C: 3.553 -2.560 -3.926  -0.778
C: 3.894 -1.376 -4.559  -0.820
C: 3.478 -0.162 -4.035  -0.959
C: 2.733 -0.135 -2.872  -0.677
C: 1.392 -2.798 0.030  0.938
C: 0.253 -3.467 0.466  -0.086
C: 0.365 -4.659 1.157  -0.899
C: 1.619 -5.168 1.455  -0.529
C: 2.762 -4.480 1.068  -1.091
C: 2.655 -3.293 0.360  -0.787
P: -0.749 0.451 -1.963  0.638
C: -0.955 0.334 -3.793  0.524
C: -2.070 -0.218 -4.421  -0.339
C: -2.140 -0.274 -5.801  -0.769
C: -1.102 0.218 -6.576  -0.657
C: 0.003 0.782 -5.962  -0.755
C: 0.068 0.852 -4.582  -0.237
C: -2.501 0.332 -1.462  0.511
C: -2.939 -0.609 -0.538  -0.314
C: -4.284 -0.705 -0.228  -0.703
C: -5.197 0.148 -0.826  -0.631
C: -4.756 1.134 -1.696  -0.803
C: -3.412 1.233 -2.006  -0.705
H: -0.056 -2.175 -3.459  0.348
H: -1.656 -2.290 -2.691  0.346
H: -0.293 -3.238 -2.064  0.552
H: 2.551 -3.465 -2.263  0.409
H: 3.860 -3.507 -4.344  0.469
H: 4.475 -1.401 -5.467  0.415
H: 3.731 0.757 -4.541  0.511
H: 2.381 0.801 -2.454  0.584
H: -0.720 -3.051 0.251  0.093
H: -0.522 -5.185 1.480  0.503
H: 1.705 -6.092 2.007  0.489
H: 3.734 -4.862 1.345  0.421
H: 3.546 -2.740 0.091  0.536
H: -2.901 -0.589 -3.838  0.348
H: -3.012 -0.702 -6.273  0.438
H: -1.165 0.176 -7.653  0.403
H: 0.811 1.177 -6.561  0.443
H: 0.918 1.329 -4.117  0.310
H: -2.225 -1.277 -0.078  0.269
H: -4.621 -1.456 0.473  0.466
H: -6.252 0.035 -0.626  0.426
H: -5.462 1.823 -2.135  0.463
H: -3.076 1.986 -2.706  0.526
C: 3.902 2.864 -1.126  -1.457
C: 2.502 3.224 -0.822  0.014
N: 1.541 2.446 -0.326  0.675
C: 0.431 3.248 -0.167  -0.314
C: 0.729 4.524 -0.581  -0.154
N: 2.033 4.471 -0.989  0.018
C: -0.017 5.814 -0.653  0.490
O: -1.265 5.800 -0.253  -0.554
O: 0.561 6.789 -1.063  -0.603
C: -0.801 2.640 0.411  0.743
O: -1.814 3.319 0.560  -0.931
O: -0.648 1.417 0.724  -0.071
H: 3.981 1.846 -1.496  0.168
H: 4.503 2.920 -0.217  0.312
H: 4.312 3.554 -1.858  0.440
H: 2.534 5.276 -1.339  0.287
H: -1.597 4.912 0.071  0.437
Br: 3.488 0.213 1.020  -0.577
C: -0.873 -2.072 6.313  -1.054
N: -0.007 -1.934 5.176  0.016
N: -0.189 -0.957 4.235  0.779
C: 0.601 -1.236 3.141  -0.024
O: 0.614 -0.509 2.120  0.611
C: 1.280 -2.437 3.447  -0.593
C: 0.856 -2.846 4.687  -0.035
C: 1.216 -4.067 5.441  -1.823
C: -0.847 0.264 4.516  -0.116
C: -0.486 0.999 5.642  0.189
C: -1.143 2.186 5.912  -0.758
C: -2.143 2.636 5.063  -0.580
C: -2.472 1.915 3.926  -0.529
C: -1.829 0.721 3.646  -0.463
H: -1.680 -1.349 6.227  0.379
H: -0.332 -1.897 7.245  0.335
H: -1.308 -3.074 6.326  0.405
H: 2.005 -2.923 2.833  0.922
H: 1.933 -4.646 4.869  0.365
H: 0.333 -4.678 5.630  0.414
H: 1.654 -3.803 6.401  0.359
H: 0.296 0.645 6.300  0.520
H: -0.868 2.758 6.785  0.418
H: -2.673 3.548 5.293  0.434
H: -3.235 2.277 3.254  0.470
H: -2.085 0.140 2.772  0.442

Values from the calculation:
max |F| = 1.3 eV/A
spin multiplicity = 4
<S²> = 3.818
highest occupied orbital energy (spin up / spin down) = -10.685 / -10.716 eV
net charge = +1
frontier orbital gap (spin up / spin down) = 0.2555 / 0.2961 hartree

***

What is the formula in the first record? C42H39NO10P